(1)
ORCA calculation (the ωB97M-V functional and the def2-TZVPD basis) on C2H2I4 as an isolated structure in a non-equilibrium geometry.

Results
HOMO (eV): -9.0
Energy relative to the best compared isomer or geometry (same formula, charge and spin) (kcal/mol): 45.4

```
! wB97M-V def2-TZVPD RIJCOSX def2/J DEFGRID3
* xyz 0 1
C -0.2418 0.4187 -1.0559
C 0.3777 -0.5028 0.8143
I -2.0079 1.6136 -0.5690
I 0.8044 -2.5508 0.3435
I -1.1930 -0.3928 2.2943
I 2.0732 0.6312 1.3198
H -0.3527 -0.3140 -1.9357
H 0.5402 1.0969 -1.2112
*
```

(2)
ORCA calculation (the ωB97M-V functional and the def2-TZVPD basis) on a 5-piece molecular cluster, C37H64FN6O2S overall.

Results
HOMO (eV): -9.4

```
! wB97M-V def2-TZVPD RIJCOSX def2/J DEFGRID3
* xyz 1 1
C 5.4753 -3.3472 1.0569
C 4.7750 -1.9985 0.7998
C 3.9018 -2.1156 -0.4358
N 3.1091 -0.9618 -0.8467
C 2.8306 0.2026 -0.0534
C 2.0892 -0.1569 1.2646
C 1.0952 -1.3068 1.1842
O 1.6442 -2.5105 1.7214
C 1.8510 1.0372 -0.9096
C 1.6986 2.5403 -0.6178
C 1.3786 3.2303 -1.9660
C 0.5271 2.8769 0.3449
C -0.8270 2.3049 -0.0495
O -0.9936 1.0243 0.5592
C -2.3456 0.6095 0.4816
C -2.5679 -0.6947 1.2425
C 2.9860 3.2217 -0.1366
N 3.8700 2.4097 0.7611
C 3.4701 2.4999 2.2082
C 4.5527 1.9747 3.1526
C 4.5024 2.6607 4.5015
F 4.4284 0.6065 3.3196
C 4.1334 1.0322 0.2269
C 5.0194 1.1171 -1.0254
C 6.1391 2.1661 -1.0160
C 7.1440 2.1214 0.1482
S 7.7597 0.4813 0.6105
H 6.3229 -3.4786 0.3906
H 4.7613 -4.1571 0.8987
H 5.7905 -3.4217 2.0946
H 5.5646 -1.2565 0.6602
H 4.2074 -1.7521 1.6928
H 4.5623 -2.3950 -1.2632
H 3.2548 -2.9878 -0.2975
H 3.0684 -0.8202 -1.8371
H 2.7648 -0.3158 2.0990
H 1.4741 0.7036 1.5287
H 0.2213 -1.0353 1.7747
H 0.7559 -1.4577 0.1597
H 1.4246 -3.2242 1.1244
H 2.1286 0.9376 -1.9612
H 0.8772 0.5567 -0.8181
H 0.5753 2.7182 -2.4867
H 1.1439 4.2850 -1.8348
H 2.2520 3.1590 -2.6187
H 0.4376 3.9655 0.3438
H 0.7092 2.5565 1.3695
H -1.6090 2.9623 0.3344
H -0.9318 2.1802 -1.1272
H -3.0030 1.3762 0.9003
H -2.6397 0.4642 -0.5629
H -3.0283 -0.5064 2.2104
H -3.2134 -1.3689 0.6853
H -1.6235 -1.2027 1.4208
H 3.5918 3.4599 -1.0078
H 2.7418 4.1649 0.3470
H 4.7674 2.8937 0.7580
H 3.3696 3.5645 2.4206
H 2.5043 2.0513 2.3869
H 5.5269 2.1691 2.6862
H 4.5835 3.7366 4.3558
H 5.3330 2.3398 5.1233
H 3.5624 2.4286 4.9992
H 4.7323 0.5232 0.9796
H 5.4961 0.1430 -1.1163
H 4.4193 1.2589 -1.9245
H 5.7214 3.1760 -1.0722
H 6.7037 2.0397 -1.9385
H 8.0348 2.6649 -0.1617
H 6.7982 2.6504 1.0386
H 6.8770 0.1691 1.5692
N -6.3903 1.3490 0.9085
C -5.8453 2.5914 1.0947
C -6.2589 3.3906 0.0633
C -7.0849 2.5986 -0.7787
C -7.1490 1.3457 -0.2297
H -6.2563 0.5610 1.5140
H -5.2153 2.8004 1.9426
H -6.0003 4.4269 -0.0743
H -7.5757 2.9178 -1.6816
H -7.6668 0.4577 -0.5492
N 0.5713 -5.9063 1.9421
C 0.6861 -7.1628 1.4113
C -0.5789 -7.6219 1.1553
C -1.4888 -6.6019 1.5518
C -0.7483 -5.5590 2.0363
H 1.3384 -5.3303 2.2364
H 1.6496 -7.6167 1.2575
H -0.8253 -8.5810 0.7321
H -2.5643 -6.6328 1.4942
H -1.0443 -4.6047 2.4383
N -8.7933 3.1794 -4.3226
C -9.2682 3.9866 -5.3201
C -8.2567 4.1774 -6.2220
C -7.1265 3.4560 -5.7497
C -7.4884 2.8517 -4.5759
H -9.3234 2.8753 -3.5276
H -10.2802 4.3522 -5.3041
H -8.3194 4.7665 -7.1211
H -6.1599 3.3883 -6.2197
H -6.9334 2.2180 -3.9057
N -4.0053 -5.6751 -0.8562
C -5.2803 -5.7724 -1.3424
C -5.9662 -4.6537 -0.9535
C -5.0673 -3.8482 -0.2029
C -3.8663 -4.5055 -0.1616
H -3.2806 -6.3572 -0.9850
H -5.5897 -6.6254 -1.9210
H -6.9964 -4.4374 -1.1800
H -5.2805 -2.8965 0.2550
H -2.9291 -4.2455 0.2997
*
```

(3)
ORCA calculation (the ωB97M-V functional and the def2-TZVPD basis) on a 3-piece molecular cluster, C4H13NO3 overall in a non-equilibrium geometry.

Results
HOMO (eV): -9.9
Energy relative to the best compared isomer or geometry (same formula, charge and spin) (kcal/mol): 26.8
SMILES: CCC(=O)NC.O.O

```
! wB97M-V def2-TZVPD RIJCOSX def2/J DEFGRID3
* xyz 0 1
C 1.1319 0.0334 -1.4069
C 0.4484 -1.2989 -1.7453
C 0.2222 0.9037 -0.5803
N 0.9428 1.3399 0.5457
C 0.2465 1.9553 1.6930
O -0.9209 1.2453 -0.7551
H 1.5257 0.5734 -2.2766
H 2.1095 -0.2118 -0.9824
H -0.4822 -1.3903 -1.1637
H 0.0674 -1.2058 -2.7648
H 1.0013 -2.1872 -1.4650
H 1.9353 1.4734 0.4869
H 0.7398 1.7106 2.6241
H -0.7458 1.4884 1.6565
H 0.3120 3.0359 1.5925
H -2.8936 -0.6944 -0.3917
H -2.8371 -1.8450 0.6032
O -2.6980 -1.6358 -0.3111
H 0.4050 -0.4842 1.7951
H -0.3645 -1.5356 0.9713
O -0.1458 -1.2704 1.8747
*
```

(4)
ORCA calculation (the ωB97M-V functional and the def2-TZVPD basis) on a 17-piece molecular cluster, C79H186N6O25 overall in a non-equilibrium geometry.

Results
HOMO (eV): -8.3

```
! wB97M-V def2-TZVPD RIJCOSX def2/J DEFGRID3
* xyz 0 1
C -0.8356 0.9110 -1.7741
C -1.2379 -0.0663 -0.6920
C -1.2751 -1.4844 -1.3030
C -1.4727 -2.5198 -0.1988
C -0.3300 -2.4319 0.8346
C -0.3034 -1.0441 1.4528
N -0.1826 -0.0044 0.3976
O -0.3183 1.3010 1.0171
C -1.4920 -0.8757 2.3951
C 0.9308 -0.8345 2.3331
C -2.6761 0.3040 -0.2212
H -1.5441 0.7590 -2.5826
H 0.1724 0.7798 -2.0895
H -1.0008 1.9349 -1.4826
H -1.9992 -1.4555 -2.0511
H -0.3173 -1.8263 -1.6791
H -1.4201 -3.4620 -0.7500
H -2.4258 -2.5175 0.3202
H 0.6273 -2.7316 0.3204
H -0.4920 -3.1453 1.6596
H -1.6326 0.1571 2.7526
H -2.4079 -1.2820 1.9565
H -1.3032 -1.4529 3.2965
H 0.9999 0.0854 2.8666
H 1.0501 -1.6346 3.0503
H 1.8320 -0.9761 1.7224
H -3.1681 0.6968 -1.1169
H -2.7991 1.1326 0.4584
H -3.2326 -0.5481 0.1752
H 0.3998 1.8731 0.6463
C -1.7514 -0.9924 -8.2436
C -2.2435 0.3903 -7.6991
C -2.9479 0.2661 -6.3514
C -1.8784 0.0150 -5.3044
C -0.8139 1.0643 -5.1404
C -0.1340 1.4107 -6.4450
N -1.2440 1.6025 -7.3949
O -0.7491 2.1256 -8.6214
C 0.6686 2.6892 -6.2466
C 0.8329 0.2537 -6.8554
C -3.4328 0.9083 -8.5841
H -1.6229 -1.7371 -7.4832
H -0.8053 -0.9542 -8.7784
H -2.5142 -1.4204 -8.9538
H -3.4668 1.2250 -6.1162
H -3.6337 -0.5719 -6.4044
H -1.4475 -0.9455 -5.5909
H -2.4126 -0.1742 -4.3558
H -0.0926 0.8328 -4.3409
H -1.3579 1.9277 -4.7260
H 0.0104 3.5520 -6.0217
H 1.3080 2.5617 -5.3645
H 1.4114 2.9363 -7.0190
H 1.7994 0.4036 -6.4770
H 0.4287 -0.7134 -6.4542
H 0.9756 0.0399 -7.9283
H -3.3824 0.7116 -9.6419
H -3.6254 2.0179 -8.5106
H -4.3909 0.3865 -8.2757
H -0.9675 3.0465 -8.5368
C 5.4221 2.3900 6.3821
C 3.9760 2.1155 6.8259
C 3.6241 3.2133 7.9041
C 2.0661 3.2937 8.1090
C 1.4423 3.5844 6.7675
C 1.7078 2.5000 5.7517
N 3.1755 2.3620 5.7041
O 3.5254 1.3741 4.7453
C 1.0459 1.1737 5.9316
C 1.4010 3.0706 4.3866
C 3.8927 0.7033 7.4999
H 6.0587 2.5058 7.2909
H 5.5288 3.3766 5.8644
H 6.0553 1.7005 5.7728
H 4.2409 2.8945 8.6945
H 4.0121 4.1307 7.4896
H 1.8227 4.1357 8.7582
H 1.7187 2.3267 8.4765
H 1.8943 4.5016 6.3615
H 0.3570 3.7133 6.8117
H 1.4543 0.3247 5.3501
H 1.0050 0.8985 6.9888
H -0.0090 1.2839 5.6260
H 2.0086 3.9335 4.0890
H 1.5263 2.3283 3.6073
H 0.3227 3.2297 4.5272
H 4.1657 -0.1054 6.8201
H 2.9232 0.5408 7.9458
H 4.7072 0.5759 8.2656
H 4.1096 1.8016 4.1124
C 2.8832 -4.2051 2.7710
C 4.1696 -4.1933 1.9318
C 4.4723 -2.7814 1.5323
C 5.8405 -2.6236 0.9093
C 6.8640 -2.9905 2.0155
C 6.6444 -4.4596 2.4565
N 5.2212 -4.6088 2.8541
O 5.0273 -6.0184 3.0480
C 7.1235 -5.3807 1.4101
C 7.5401 -4.7394 3.6918
C 3.8883 -5.0398 0.6995
H 2.7789 -5.2354 3.2077
H 1.9716 -3.9843 2.2239
H 2.9447 -3.5134 3.5725
H 3.6327 -2.3959 0.9486
H 4.4661 -2.2197 2.4603
H 6.0784 -1.5711 0.6528
H 6.1295 -3.2100 0.0330
H 6.7043 -2.2769 2.8243
H 7.8785 -2.8446 1.6406
H 8.2204 -5.2944 1.3728
H 6.9702 -6.4332 1.7495
H 6.8201 -5.2780 0.3101
H 7.0072 -4.4509 4.6036
H 7.9377 -5.7441 3.7895
H 8.4226 -4.0476 3.6859
H 2.9917 -4.7160 0.2777
H 3.7182 -6.0587 0.9319
H 4.6503 -5.0077 -0.0967
H 4.6474 -6.1108 3.9283
C -0.0891 6.9050 0.7831
C -0.1673 7.2913 -0.6863
C 0.7151 8.5284 -0.9013
C 1.0920 8.7809 -2.3887
C 1.7517 7.5688 -2.9827
C 0.8693 6.3104 -2.8672
N 0.5165 6.2348 -1.4155
O -0.1340 5.0353 -1.1208
C -0.2856 6.3624 -3.9078
C 1.7358 5.0954 -3.2047
C -1.6188 7.5445 -1.0797
H 0.8120 6.3396 0.9302
H -0.9390 6.2801 1.0267
H -0.1512 7.7616 1.4373
H 0.3520 9.3587 -0.2962
H 1.6574 8.1267 -0.5342
H 1.8446 9.5521 -2.5251
H 0.1749 9.0336 -2.9630
H 2.7096 7.3527 -2.4847
H 2.0184 7.7242 -3.9966
H -0.5364 7.3760 -4.2746
H 0.0679 5.8766 -4.7744
H -1.2010 5.8284 -3.6656
H 2.3663 5.3568 -4.0324
H 2.3476 4.8502 -2.3559
H 1.2249 4.1533 -3.4174
H -1.6728 7.7693 -2.1279
H -2.1097 8.2847 -0.4417
H -2.2234 6.6240 -0.9525
H -1.0162 5.0850 -1.4772
C 4.9864 3.1755 -3.3253
C 4.8423 1.6971 -3.4803
C 6.1826 0.9988 -3.2485
C 6.0217 -0.5719 -3.2007
C 4.9970 -0.8247 -2.1537
C 3.5818 -0.2124 -2.3977
N 3.7842 1.2358 -2.4966
O 2.5432 1.8714 -2.8589
C 2.8606 -0.9263 -3.5762
C 2.7716 -0.4899 -1.1141
C 4.3163 1.4579 -4.9485
H 4.0173 3.6718 -3.4717
H 5.7156 3.5906 -4.0168
H 5.3656 3.4460 -2.3630
H 6.8107 1.2899 -4.0824
H 6.6227 1.2964 -2.2914
H 6.9198 -1.0789 -2.8983
H 5.7011 -0.9677 -4.1733
H 5.4043 -0.4554 -1.1812
H 4.8232 -1.9052 -2.0883
H 2.6671 -1.9234 -3.2371
H 1.9703 -0.3757 -3.8957
H 3.4665 -0.9198 -4.4596
H 2.6651 -1.5807 -0.9500
H 3.3192 -0.1867 -0.2097
H 1.7871 -0.0371 -1.0442
H 4.5650 0.4357 -5.2539
H 4.9395 2.0628 -5.6127
H 3.2615 1.6461 -5.1363
H 2.2421 2.2053 -1.9788
C -2.4651 -6.9411 -0.1750
C -1.5226 -6.9136 1.0846
C -0.1019 -6.7548 0.6832
O -1.8871 -5.9186 2.0406
H -2.2428 -7.8509 -0.7291
H -2.3572 -6.0437 -0.8247
H -3.5229 -7.1726 0.1041
H -1.6389 -7.9073 1.5661
H 0.5376 -6.6468 1.5642
H -0.0151 -5.7655 0.1534
H 0.3198 -7.5546 0.0819
H -2.8322 -5.9597 2.2515
C -3.6999 -3.9705 -4.0745
C -4.5151 -2.6456 -4.0583
C -5.9427 -2.7931 -4.5610
O -4.3860 -1.9358 -2.9043
H -4.3170 -4.7841 -3.6969
H -2.8185 -3.9573 -3.4675
H -3.4996 -4.1271 -5.1050
H -4.1354 -1.9355 -4.8135
H -6.6229 -3.1795 -3.7982
H -5.9839 -3.4541 -5.4575
H -6.3044 -1.8077 -4.8635
H -4.4034 -2.5518 -2.1720
C 0.2989 -3.5095 -4.6322
C 0.8866 -4.7208 -3.8416
C -0.0684 -5.4383 -2.8906
O 1.4758 -5.7452 -4.6898
H -0.1398 -2.8289 -3.8550
H -0.5207 -3.7667 -5.2360
H 1.1208 -2.9732 -5.1406
H 1.6639 -4.3265 -3.2168
H 0.4061 -6.3152 -2.4515
H -0.9430 -5.7427 -3.4278
H -0.3804 -4.7500 -2.0790
H 1.1350 -5.7239 -5.5782
C -5.7764 -1.9510 0.3688
C -6.1176 -3.3383 -0.1594
O -4.9573 -3.8695 -0.9120
O -6.9867 -1.2984 0.7374
H -5.3379 -1.3728 -0.4775
H -5.0981 -2.0131 1.2157
H -6.9650 -3.2432 -0.8065
H -6.2941 -4.0080 0.6727
H -4.7429 -4.8035 -0.7996
H -6.6746 -0.5514 1.3165
C -4.9593 -3.1702 4.0977
C -5.0221 -4.5164 3.4074
O -3.9686 -5.3635 3.8092
O -5.2424 -3.2145 5.4645
H -5.7342 -2.5272 3.6667
H -3.9263 -2.7288 3.9930
H -4.9932 -4.3445 2.3168
H -5.9706 -4.9450 3.6341
H -3.2079 -4.7681 4.0596
H -5.0449 -4.1247 5.7218
C -5.7799 1.8502 4.2241
C -5.1448 0.7088 3.5166
O -5.6224 0.6274 2.2006
O -7.1299 1.6306 4.5350
H -5.6337 2.7583 3.6086
H -5.2136 2.1165 5.1317
H -5.4229 -0.2762 3.9626
H -4.0622 0.8685 3.5685
H -5.1258 1.2799 1.6427
H -7.5465 1.2903 3.7562
C -3.3566 -0.3116 6.4736
C -2.4136 -1.3025 7.1071
O -2.6219 -2.6430 6.6460
O -3.4553 0.9561 7.1404
H -4.3604 -0.7577 6.5070
H -3.1450 -0.1774 5.4263
H -2.6195 -1.2549 8.1831
H -1.3961 -0.9828 6.9446
H -3.5302 -2.8173 6.3090
H -4.0256 0.9062 7.9087
C -0.5820 -3.6671 4.5684
C -0.4528 -4.8817 5.5088
O -0.2171 -6.1149 4.7751
O -1.7811 -3.8114 3.7687
H 0.2943 -3.5560 3.9524
H -0.7373 -2.7767 5.1741
H -1.3791 -5.0269 6.0711
H 0.4350 -4.6861 6.1379
H -1.0644 -6.1938 4.3015
H -1.4955 -4.3813 3.0524
C -3.6783 3.8260 1.2492
C -4.2501 5.2353 1.2177
O -4.6429 5.4388 -0.1252
O -4.7068 2.9114 0.9047
H -3.3952 3.6449 2.2463
H -2.8025 3.7804 0.5612
H -3.5704 5.9931 1.5302
H -5.1103 5.2112 1.8743
H -5.4181 5.9645 -0.1843
H -4.7062 2.8687 -0.0629
C 2.6598 3.7492 0.2222
C 3.6831 2.7633 0.8397
O 4.5588 2.0920 -0.0144
O 1.7019 3.0477 -0.5310
H 3.1801 4.5597 -0.3234
H 2.1939 4.2614 1.0632
H 3.1103 2.0605 1.5193
H 4.2660 3.4209 1.4715
H 4.1823 1.6444 -0.8105
H 1.0314 3.6880 -0.7437
C -4.2300 2.7481 -2.9980
C -3.3542 3.9133 -3.1078
O -2.8776 4.3120 -1.8780
O -5.1995 3.0954 -2.0180
H -3.6870 1.7801 -2.7308
H -4.7385 2.6524 -4.0098
H -3.8632 4.7638 -3.6179
H -2.5221 3.6026 -3.7013
H -3.5840 4.7159 -1.3210
H -5.9566 2.4856 -2.0447
*
```